Entry 1:
C7H6O5S2 | ωB97M-V/def2-TZVPD

```
20
C7H6O5S2 (ωB97M-V/def2-TZVPD)
C 2.2299 -0.2564 -0.7522
C 1.3673 0.7297 -1.4132
C 1.9146 -0.6740 0.4715
C 0.2974 1.2609 -0.8538
C -0.0934 -1.7514 0.9482
C 0.6031 -0.4153 1.1300
C -0.3627 0.8025 0.3308
O -0.6290 -1.8277 -0.1968
O -2.1888 -0.4913 -1.6754
O 0.1053 -2.6500 1.7816
O -2.8140 -0.9529 0.6629
O -2.9605 1.3523 -0.2572
S -0.6742 2.1718 1.4427
S -2.0772 -0.1206 -0.2971
H 3.2034 -0.7212 -1.0683
H 1.6607 0.9733 -2.4151
H 2.6451 -1.3169 1.0369
H -0.3572 2.0271 -1.3170
H 0.4720 -0.0644 2.1911
H -2.3420 1.9244 0.2504
```

Results
LUMO: 5.66 eV
F_max: 4.22 eV/A
E_HOMO: -0.774 eV
Relative energy (zero: lowest compared OMol25 entry of this formula, charge and spin): 295.5 kJ/mol
Charge: -2
Spin multiplicity: 1

For reference, the natural (NBO) charges in units of e are: number 1, C, carries -0.280; number 2, C, carries -0.252; number 3, C, carries -0.125; number 4, C, carries -0.218; number 5, C, carries 0.785; number 6, C, carries -0.393; number 7, C, carries -0.286; number 8, O, carries -0.754; number 9, O, carries -0.978; number 10, O, carries -0.754; number 11, O, carries -0.966; number 12, O, carries -0.965; number 13, S, carries -0.551; number 14, S, carries 2.238; number 15, H, carries 0.190; number 16, H, carries 0.182; number 17, H, carries 0.191; number 18, H, carries 0.210; number 19, H, carries 0.246; number 20, H, carries 0.480



Entry 2:
C42H97BF10N13O20S6 | ωB97M-V/def2-TZVPD

```
189
C42H97BF10N13O20S6 (ωB97M-V/def2-TZVPD)
C 2.2201 -2.1237 2.6606
C 1.8247 -3.5728 3.0372
N 0.7697 -3.5624 3.8937
C 0.8535 -3.8306 5.2465
C -0.4281 -3.8262 5.7406
N -1.3529 -3.5791 4.6978
C -0.5825 -3.4322 3.5445
C -2.7973 -3.5489 4.8927
H 2.8891 -2.1992 1.8033
H 2.8406 -1.7152 3.4582
H 1.3859 -1.4446 2.4847
H 2.6159 -4.2004 3.4473
H 1.4453 -4.1477 2.1924
H 1.8137 -4.0237 5.7016
H -0.7392 -4.1606 6.7192
H -1.0294 -3.3953 2.5620
H -2.9986 -3.3242 5.9401
H -3.1947 -4.5508 4.7299
H -3.2935 -2.9072 4.1646
C 4.4015 3.6279 0.5236
C 4.8643 4.9353 -0.0553
N 4.1637 5.3032 -1.2540
C 4.3983 4.7742 -2.4818
C 3.4378 5.2495 -3.3690
N 2.7046 6.2009 -2.7332
C 3.2119 6.2969 -1.4305
C 1.5560 6.9580 -3.2641
H 4.3933 2.8169 -0.2047
H 3.3545 3.7441 0.8038
H 4.9625 3.2784 1.3903
H 5.9141 5.0408 -0.3289
H 4.5973 5.7510 0.6168
H 5.1174 3.9890 -2.6627
H 3.2249 5.0193 -4.4025
H 2.8369 7.0070 -0.7084
H 0.9660 6.3020 -3.9042
H 1.6868 7.8481 -3.8794
H 0.8807 7.3092 -2.4838
C 2.5147 0.9489 -1.5894
C 1.7202 1.1629 -0.2428
N 0.6742 0.1347 -0.1357
C -0.2664 0.2160 0.8303
C -1.2129 -0.7372 0.6970
N -0.9289 -1.4301 -0.4603
C 0.2953 -0.9465 -0.8542
C -1.5805 -2.5366 -1.0366
H 3.1855 0.0908 -1.6302
H 3.1107 1.8230 -1.8517
H 1.8658 0.7440 -2.4409
H 1.2752 2.1577 -0.2681
H 2.3859 1.0792 0.6162
H -0.3789 0.9901 1.5750
H -2.1549 -0.9865 1.1628
H 0.8276 -1.2150 -1.7548
H -1.6635 -3.4206 -0.4044
H -1.1438 -2.9006 -1.9665
H -2.5595 -2.1147 -1.2640
C -5.2777 3.8884 -0.4464
O -4.5814 4.8028 -1.3562
C -5.3014 5.0814 -2.5778
C -4.4989 4.6136 -3.8016
N -4.2451 3.0483 -3.7025
H -3.4156 2.7662 -4.2048
H -3.8430 2.7812 -2.8154
C -5.5376 2.2257 -4.0232
C -5.3850 0.8828 -3.3048
O -4.9079 1.2104 -1.9885
C -5.2961 0.2500 -0.9066
H -4.6076 3.2321 0.1089
H -6.1105 3.3062 -0.8406
H -5.8037 4.4305 0.3394
H -5.6004 6.1284 -2.5284
H -6.2482 4.5422 -2.6065
H -3.4903 5.0232 -3.8564
H -4.9985 4.6789 -4.7681
H -5.6010 2.2171 -5.1113
H -6.3618 2.7797 -3.5740
H -4.6955 0.1851 -3.7801
H -6.3526 0.3810 -3.2908
H -4.9010 -0.7374 -1.1454
H -6.3518 -0.0211 -0.9026
H -5.0144 0.6310 0.0750
C -0.5635 8.1485 4.0856
O -0.8692 6.7296 4.1007
C -0.1745 6.0235 5.0829
C -0.9050 4.7892 5.5088
N -1.1907 3.8841 4.2358
H -0.3014 3.6558 3.8150
H -1.5688 3.0076 4.5656
C -2.1991 4.3209 3.1363
C -1.9473 3.5402 1.8194
O -0.6652 3.5241 1.3418
C -0.1147 4.8203 0.9331
H -0.9350 8.5217 3.1313
H 0.5216 8.2177 4.1621
H -1.0722 8.5612 4.9568
H -0.0922 6.5699 6.0225
H 0.7842 5.7808 4.6244
H -1.8086 5.1035 6.0312
H -0.2860 4.1847 6.1717
H -2.2557 5.4071 3.0651
H -3.1670 4.0969 3.5848
H -2.5627 4.0716 1.0935
H -2.2855 2.5059 1.8837
H 0.9451 4.6887 1.1511
H -0.4307 5.7723 1.3595
H -0.1569 4.9639 -0.1466
C 5.3184 -1.3813 0.0156
O 6.7301 -1.6326 0.2120
C 7.2561 -2.8780 -0.3329
C 8.4003 -3.3411 0.7470
N 7.8029 -3.1994 2.1590
H 8.5520 -3.1568 2.8352
H 7.2239 -2.3730 2.2025
C 6.8911 -4.2637 2.7134
C 6.5122 -3.7700 4.0486
O 5.9747 -2.4643 3.9270
C 5.5175 -2.0033 5.2295
H 4.6174 -2.0680 0.4901
H 5.1435 -1.4104 -1.0599
H 5.0450 -0.3656 0.3012
H 7.6371 -2.7354 -1.3441
H 6.5082 -3.6586 -0.4728
H 9.2526 -2.6624 0.7818
H 8.7013 -4.3884 0.7709
H 7.4721 -5.1849 2.7576
H 5.9433 -4.2999 2.1762
H 7.3933 -3.8578 4.6843
H 5.8465 -4.5274 4.4625
H 5.1109 -1.0229 4.9815
H 6.2103 -1.9724 6.0704
H 4.6981 -2.6153 5.6064
C -3.1346 -8.1188 -3.0908
O -2.4295 -6.9347 -3.4307
C -1.7140 -7.0314 -4.6962
C -0.3874 -6.2672 -4.4929
N -0.7348 -4.8433 -3.9779
H -1.5710 -4.7789 -3.4150
H -0.0187 -4.5194 -3.3436
C -0.8986 -3.7546 -5.0542
C -2.3448 -3.3393 -5.2602
O -3.0639 -3.4840 -4.0685
C -4.4332 -3.0859 -3.9605
H -3.5056 -8.1281 -2.0659
H -2.4523 -8.9508 -3.2646
H -4.0330 -8.2628 -3.6909
H -2.1699 -6.4548 -5.5011
H -1.4585 -8.0000 -5.1259
H 0.2773 -6.2294 -5.3559
H 0.0342 -6.7436 -3.6077
H -0.3972 -4.0219 -5.9844
H -0.4649 -2.8528 -4.6220
H -2.8314 -3.9234 -6.0413
H -2.4220 -2.3242 -5.6499
H -4.9800 -3.5883 -3.1625
H -4.9871 -3.4211 -4.8373
H -4.5141 -2.0014 -4.0344
N -2.1235 1.5064 5.0895
S -3.8401 1.4457 4.9641
O -4.4829 0.3456 5.7411
O -4.4096 1.8759 3.6895
F -4.1312 2.7182 5.9203
S -1.8426 0.1110 4.7770
O -2.2458 -0.4529 3.5095
O -1.7091 -0.6772 5.9925
F -0.3193 0.3413 4.3516
N -1.6388 2.3807 -4.5432
S -0.4205 2.5284 -3.7624
O 0.9249 2.5050 -4.3878
O -0.5363 2.1072 -2.3864
F -0.6139 4.0853 -3.5087
S -1.2776 0.8679 -5.1727
O -0.9155 -0.1580 -4.1929
O -0.6709 0.8643 -6.5159
F -2.8692 0.4651 -5.4012
N 1.2863 -3.8117 -2.2526
S 1.8437 -4.7320 -1.1761
O 2.8921 -4.1987 -0.2784
O 1.9254 -6.0742 -1.6981
F 0.5708 -4.7874 -0.2025
S 2.8292 -3.3980 -2.8703
O 3.8783 -4.3761 -3.1092
O 3.2797 -2.0583 -2.4579
F 2.3458 -3.1875 -4.4425
B -4.3762 -2.8482 1.4428
F -3.1335 -3.3131 1.6666
F -4.9896 -3.3582 0.3181
F -5.1426 -3.1649 2.5772
F -4.3650 -1.4433 1.3112
```

Results
LUMO: -5.89 eV
F_max: 11.40 eV/A
E_HOMO: -14.799 eV
Charge: +3
Spin multiplicity: 1

Results of the Mulliken charge analysis, in e, for atoms 1 through 99: number 1, C, carries 1.110; number 2, C, carries -0.794; number 3, N, carries 0.474; number 4, C, carries -0.204; number 5, C, carries -0.803; number 6, N, carries 0.421; number 7, C, carries -0.926; number 8, C, carries -0.661; number 9, H, carries -0.773; number 10, H, carries 0.306; number 11, H, carries -0.339; number 12, H, carries 0.501; number 13, H, carries 0.007; number 14, H, carries 0.496; number 15, H, carries 0.488; number 16, H, carries 0.806; number 17, H, carries 0.342; number 18, H, carries 0.356; number 19, H, carries 0.136; number 20, C, carries -0.177; number 21, C, carries -0.816; number 22, N, carries 0.293; number 23, C, carries -0.522; number 24, C, carries -0.360; number 25, N, carries 0.202; number 26, C, carries -0.265; number 27, C, carries -0.751; number 28, H, carries 0.051; number 29, H, carries -0.123; number 30, H, carries 0.461; number 31, H, carries 0.387; number 32, H, carries 0.339; number 33, H, carries 0.461; number 34, H, carries 0.517; number 35, H, carries 0.417; number 36, H, carries 0.253; number 37, H, carries 0.336; number 38, H, carries 0.318; number 39, C, carries -0.747; number 40, C, carries 0.150; number 41, N, carries 1.745; number 42, C, carries -1.751; number 43, C, carries -0.928; number 44, N, carries 1.059; number 45, C, carries -0.743; number 46, C, carries 0.189; number 47, H, carries -0.128; number 48, H, carries 0.171; number 49, H, carries 0.071; number 50, H, carries -0.250; number 51, H, carries 0.750; number 52, H, carries 0.704; number 53, H, carries 0.848; number 54, H, carries 0.134; number 55, H, carries 0.157; number 56, H, carries -0.253; number 57, H, carries -0.069; number 58, C, carries -0.301; number 59, O, carries -0.311; number 60, C, carries -0.594; number 61, C, carries -0.510; number 62, N, carries 0.033; number 63, H, carries 0.432; number 64, H, carries 0.310; number 65, C, carries -0.619; number 66, C, carries 0.081; number 67, O, carries -0.127; number 68, C, carries -0.712; number 69, H, carries -0.174; number 70, H, carries 0.208; number 71, H, carries 0.488; number 72, H, carries 0.490; number 73, H, carries 0.313; number 74, H, carries 0.238; number 75, H, carries 0.445; number 76, H, carries 0.377; number 77, H, carries 0.365; number 78, H, carries -0.503; number 79, H, carries 0.531; number 80, H, carries 0.122; number 81, H, carries 0.433; number 82, H, carries 0.185; number 83, C, carries -0.859; number 84, O, carries -0.252; number 85, C, carries -0.452; number 86, C, carries -0.709; number 87, N, carries 0.091; number 88, H, carries 0.372; number 89, H, carries 0.180; number 90, C, carries -0.952; number 91, C, carries -0.375; number 92, O, carries 0.404; number 93, C, carries -1.008; number 94, H, carries 0.256; number 95, H, carries 0.355; number 96, H, carries 0.319; number 97, H, carries 0.476; number 98, H, carries 0.318; number 99, H, carries 0.398



Entry 3:
C2H11N3O | ωB97M-V/def2-TZVPD

```
17
C2H11N3O (ωB97M-V/def2-TZVPD)
N 2.4110 -0.3536 -0.8161
C 2.0704 1.0842 -1.0784
N 3.0295 2.1463 -0.9021
H 3.1351 -0.5395 -1.5851
H 2.9975 -0.5250 0.0169
H 1.6825 1.0932 -2.1342
H 1.2135 1.1028 -0.4469
H 3.6300 2.2571 -1.7532
H 3.5107 2.2935 -0.0224
N -3.1967 -2.0843 1.1787
C -3.2931 -0.6384 1.3178
O -2.6289 0.1843 0.3276
H -2.9791 -2.6152 2.0617
H -2.5440 -2.4960 0.4165
H -4.2697 -0.4034 1.1413
H -2.9843 -0.3446 2.2890
H -1.7843 -0.1613 -0.0111
```

Results
LUMO: 0.90 eV
F_max: 3.71 eV/A
E_HOMO: -9.128 eV
Relative energy (zero: lowest compared OMol25 entry of this formula, charge and spin): 116.9 kJ/mol
Spin multiplicity: 1

For reference, the natural (NBO) charges in units of e are: number 1, N, carries -0.846; number 2, C, carries -0.064; number 3, N, carries -0.871; number 4, H, carries 0.331; number 5, H, carries 0.350; number 6, H, carries 0.182; number 7, H, carries 0.175; number 8, H, carries 0.368; number 9, H, carries 0.376; number 10, N, carries -0.893; number 11, C, carries 0.115; number 12, O, carries -0.737; number 13, H, carries 0.371; number 14, H, carries 0.376; number 15, H, carries 0.156; number 16, H, carries 0.141; number 17, H, carries 0.471



Number 1: Kohn-Sham gap 6.44 eV. Number 2: Kohn-Sham gap 8.91 eV. Number 3: Kohn-Sham gap 10.03 eV.